# C3H5N2P

One molecule with the formula C3H5N2P in a non-equilibrium geometry (the ωB97M-V functional and the def2-TZVPD basis, the OMol25 dataset).

Cartesian coordinates (Å):
C  0.54  -0.98  -0.09
C  -0.29  0.16  0.00
C  -1.74  -0.03  -0.10
N  0.22  1.23  0.33
N  2.19  0.91  0.18
P  2.23  -0.62  -0.20
H  0.16  -2.00  -0.36
H  -1.82  -0.90  -0.74
H  -2.35  0.84  -0.47
H  -2.07  -0.25  0.93
H  2.92  1.64  0.51

Its net charge is 0. As for the energy above the lowest of the compared OMol25 structures with the same formula, charge and spin: 63.3 kcal/mol. The value obtained for the orbital gap is 0.30877 hartree.


# C3H5N2P

One molecule with the formula C3H5N2P in a non-equilibrium geometry (the ωB97M-V functional and the def2-TZVPD basis, the OMol25 dataset).

Cartesian coordinates (Å):
C  -1.07  1.26  0.20
C  -0.84  1.29  -1.06
C  0.47  -0.11  0.55
N  0.83  -0.26  -0.60
N  0.21  0.34  -1.56
P  0.87  -0.70  2.24
H  -1.64  1.71  0.96
H  -1.36  1.77  -1.96
H  0.57  0.58  -2.46
H  -0.13  -1.61  2.29
H  0.09  0.36  2.56

Its net charge is 0. The multiplicity is 3. As for the energy above the lowest of the compared OMol25 structures with the same formula, charge and spin: 114.8 kcal/mol. The value obtained for the orbital gap (spin up / spin down) is 0.20884 / 0.24081 hartree.


# C3H5N2S2

An isolated ion of composition C3H5N2S2 and charge +1 in a non-equilibrium geometry (the ωB97M-V functional and the def2-TZVPD basis, the OMol25 dataset).

Cartesian coordinates (Å):
C  -0.15  -1.42  0.10
C  -1.97  0.25  0.09
C  1.66  0.27  0.03
N  -0.65  0.72  0.15
N  0.31  -0.21  0.02
S  -3.30  1.18  0.01
S  -1.88  -1.55  0.04
H  0.41  -2.40  -0.09
H  1.78  1.28  -0.61
H  2.34  -0.40  -0.54
H  1.89  0.57  0.97
H  -0.44  1.72  -0.17

Its net charge is +1. As for the energy above the lowest of the compared OMol25 structures with the same formula, charge and spin: 40.8 kcal/mol. The value obtained for the orbital gap is 0.30339 hartree.


# C3H5N3

A 2-piece molecular cluster, C3H5N3 overall in a non-equilibrium geometry (the ωB97M-V functional and the def2-TZVPD basis, the OMol25 dataset).

Cartesian coordinates (Å):
C  0.57  0.89  -1.50
N  0.11  -0.40  -1.03
C  0.38  -1.01  -0.02
N  0.49  -1.65  1.03
H  0.26  1.02  -2.54
H  0.12  1.69  -0.89
H  1.66  0.97  -1.44
H  1.23  -2.34  1.04
C  -1.61  0.30  1.84
N  -1.65  1.26  1.19
H  -1.53  -0.60  2.40

Its net charge is 0. Its SMILES is CN=C=N.C#N. As for the energy above the lowest of the compared OMol25 structures with the same formula, charge and spin: 39.0 kcal/mol. The value obtained for the orbital gap is 0.40111 hartree.


# C3H5N3

One molecule with the formula C3H5N3 in a non-equilibrium geometry (the ωB97M-V functional and the def2-TZVPD basis, the OMol25 dataset).

Cartesian coordinates (Å):
H  -0.18  2.86  0.11
N  -0.77  1.90  0.09
C  -0.22  0.79  0.15
C  -1.06  -0.28  0.05
C  -1.99  -1.09  -0.06
N  1.07  0.38  -0.36
N  1.53  -0.87  0.21
H  -2.87  -1.71  -0.30
H  1.80  1.03  -0.32
H  1.49  -1.65  -0.54
H  1.20  -1.34  0.98

Its net charge is 0. Its SMILES is [H]/N=C(/C#C)NN. As for the energy above the lowest of the compared OMol25 structures with the same formula, charge and spin: 111.2 kcal/mol. The value obtained for the orbital gap is 0.36861 hartree.


# C3H5N3

C3H5N3 as an isolated structure in a non-equilibrium geometry (the ωB97M-V functional and the def2-TZVPD basis, the OMol25 dataset).

Cartesian coordinates (Å):
N  -0.63  1.21  -1.38
C  -0.44  0.36  -0.30
C  -0.26  -0.98  -0.33
N  0.57  -1.38  0.70
C  0.68  0.17  1.38
N  -0.17  0.99  0.97
H  -1.07  2.06  -1.07
H  0.22  1.42  -1.89
H  -0.73  -1.65  -1.04
H  0.26  -2.30  1.09
H  1.63  0.43  1.84

Its net charge is 0. As for the energy above the lowest of the compared OMol25 structures with the same formula, charge and spin: 70.7 kcal/mol. The value obtained for the orbital gap is 0.31621 hartree.


# C3H5N3

One molecule with the formula C3H5N3 (the ωB97M-V functional and the def2-TZVPD basis, the OMol25 dataset).

Cartesian coordinates (Å):
N  -2.00  -0.39  0.17
C  -0.62  -0.21  0.11
C  0.11  1.00  0.13
C  1.42  0.61  0.02
N  1.42  -0.74  -0.03
N  0.18  -1.27  0.03
H  -2.52  0.40  -0.20
H  -2.28  -1.24  -0.29
H  -0.27  2.01  0.24
H  2.34  1.17  -0.11
H  2.21  -1.36  -0.07

Its net charge is 0. Its SMILES is Nc1cc[nH]n1. As for the energy above the lowest of the compared OMol25 structures with the same formula, charge and spin: 10.6 kcal/mol. The value obtained for the orbital gap is 0.34598 hartree.


# C3H5N3

One molecule with the formula C3H5N3 (the ωB97M-V functional and the def2-TZVPD basis, the OMol25 dataset).

Cartesian coordinates (Å):
N  0.37  -1.65  -1.00
C  0.23  -0.42  -0.22
N  1.06  0.52  0.02
N  0.41  1.52  0.79
C  -0.86  1.53  1.07
C  -0.88  -1.16  -0.16
H  0.49  -1.52  -2.01
H  0.90  -2.42  -0.62
H  1.11  2.19  1.08
H  -1.01  2.41  1.71
H  -1.83  -1.00  -0.65

Its net charge is 0. As for the energy above the lowest of the compared OMol25 structures with the same formula, charge and spin: 151.5 kcal/mol. The value obtained for the orbital gap is 0.32116 hartree.


# C3H5N3

One molecule with the formula C3H5N3 in a non-equilibrium geometry (the ωB97M-V functional and the def2-TZVPD basis, the OMol25 dataset).

Cartesian coordinates (Å):
N  -1.85  -0.01  0.27
C  -0.48  0.16  -0.09
C  0.43  -0.84  -0.37
C  1.69  -0.29  -0.04
N  1.58  1.00  0.26
N  0.26  1.26  0.20
H  -1.84  -0.82  0.90
H  -2.48  -0.26  -0.49
H  0.09  -1.67  -0.97
H  2.64  -0.78  0.14
H  -0.03  2.23  0.19

Its net charge is 0. Its SMILES is Nc1ccn[nH]1. As for the energy above the lowest of the compared OMol25 structures with the same formula, charge and spin: 29.5 kcal/mol. The value obtained for the orbital gap is 0.36883 hartree.


# C3H5N3

C3H5N3 as an isolated structure in a non-equilibrium geometry (the ωB97M-V functional and the def2-TZVPD basis, the OMol25 dataset).

Cartesian coordinates (Å):
N  2.00  -0.06  0.12
C  0.68  0.16  0.37
C  -0.57  1.44  -0.38
N  -1.60  0.50  -0.27
C  -1.30  -0.71  0.22
N  -0.05  -0.96  0.52
H  2.30  -0.94  -0.31
H  2.70  0.65  0.22
H  0.13  1.13  -1.14
H  -2.57  0.79  -0.19
H  -2.08  -1.43  0.41

Its net charge is 0. As for the energy above the lowest of the compared OMol25 structures with the same formula, charge and spin: 85.9 kcal/mol. The value obtained for the orbital gap is 0.32331 hartree.


# C3H5N3

One molecule with the formula C3H5N3 (the ωB97M-V functional and the def2-TZVPD basis, the OMol25 dataset).

Cartesian coordinates (Å):
C  -1.25  -0.82  -0.29
C  0.10  -0.42  0.30
N  0.12  0.90  0.90
C  1.07  1.49  0.29
N  1.73  0.69  -0.71
N  1.16  -0.42  -0.72
H  -1.09  -1.48  -1.15
H  -1.81  0.06  -0.61
H  -1.85  -1.36  0.45
H  0.42  -1.14  1.06
H  1.40  2.51  0.47

Its net charge is 0. Its SMILES is C[C@@H]1N=CN=N1. As for the energy above the lowest of the compared OMol25 structures with the same formula, charge and spin: 36.3 kcal/mol. The value obtained for the orbital gap is 0.36976 hartree.


# C3H5N3

A 2-piece molecular cluster, C3H5N3 overall in a non-equilibrium geometry (the ωB97M-V functional and the def2-TZVPD basis, the OMol25 dataset).

Cartesian coordinates (Å):
C  2.29  0.18  -0.02
N  1.07  -0.37  0.47
N  0.56  -1.53  -0.24
N  -0.04  -0.47  -0.42
H  3.08  0.01  0.89
H  2.74  -0.32  -0.91
H  2.25  1.38  -0.24
C  -2.98  -0.16  0.54
C  -2.80  0.63  -0.35
H  -3.25  -0.64  1.42
H  -2.90  1.29  -1.13

Its net charge is 0. Its SMILES is CN1N=N1.C#C. As for the energy above the lowest of the compared OMol25 structures with the same formula, charge and spin: 161.1 kcal/mol. The value obtained for the orbital gap is 0.37644 hartree.


# C3H5N3

One molecule with the formula C3H5N3 in a non-equilibrium geometry (the ωB97M-V functional and the def2-TZVPD basis, the OMol25 dataset).

Cartesian coordinates (Å):
C  0.60  1.50  -0.43
C  0.11  0.16  -0.03
C  0.01  -1.05  -0.72
N  -0.71  -1.87  0.04
N  -0.88  -1.24  1.17
N  -0.40  -0.02  1.23
H  1.68  1.51  -0.44
H  0.28  1.90  -1.39
H  0.29  2.22  0.30
H  0.42  -1.43  -1.65
H  -1.40  -1.70  1.91

Its net charge is 0. Its SMILES is Cc1cn[nH]n1. As for the energy above the lowest of the compared OMol25 structures with the same formula, charge and spin: 23.7 kcal/mol. The value obtained for the orbital gap is 0.40025 hartree.


# C3H5N3

One molecule with the formula C3H5N3 (the ωB97M-V functional and the def2-TZVPD basis, the OMol25 dataset).

Cartesian coordinates (Å):
C  1.81  -0.56  -0.15
N  0.83  -1.36  -0.14
C  -0.49  -0.80  0.02
C  -0.60  0.66  -0.01
N  -0.10  1.75  0.33
N  -1.59  1.57  -0.35
H  2.81  -0.96  -0.30
H  1.73  0.53  -0.03
H  -0.91  -1.12  0.99
H  -1.18  -1.19  -0.74
H  -2.31  1.47  0.38

Its net charge is 0. Its SMILES is C=NCC1=NN1. As for the energy above the lowest of the compared OMol25 structures with the same formula, charge and spin: 93.4 kcal/mol. The value obtained for the orbital gap is 0.39244 hartree.


# C3H5N3

One molecule with the formula C3H5N3 (the ωB97M-V functional and the def2-TZVPD basis, the OMol25 dataset).

Cartesian coordinates (Å):
H  -3.14  0.89  0.50
N  -2.34  1.01  -0.13
C  -1.45  0.15  0.13
C  -0.21  0.07  -0.69
N  0.42  -1.32  -0.84
C  1.04  -0.43  -0.20
N  2.19  -0.20  0.46
H  -1.53  -0.62  0.91
H  -0.23  0.72  -1.57
H  2.86  -0.94  0.58
H  2.39  0.70  0.86

Its net charge is 0. Its SMILES is [H]/N=C/[C@@H]1N=C1N. As for the energy above the lowest of the compared OMol25 structures with the same formula, charge and spin: 47.4 kcal/mol. The value obtained for the orbital gap is 0.37844 hartree.


# C3H5N3

One molecule with the formula C3H5N3 in a non-equilibrium geometry (the ωB97M-V functional and the def2-TZVPD basis, the OMol25 dataset).

Cartesian coordinates (Å):
N  -1.86  -0.06  0.14
C  -0.50  -0.01  0.07
N  0.30  -1.12  0.09
C  1.62  -0.65  0.00
N  1.64  0.78  0.11
C  0.41  1.13  0.10
H  -2.46  0.47  -0.51
H  -2.18  -1.01  0.38
H  2.17  -0.82  -0.89
H  2.15  -1.24  0.84
H  0.24  2.13  0.11

Its net charge is 0. Its SMILES is NC1=NCN=C1. As for the energy above the lowest of the compared OMol25 structures with the same formula, charge and spin: 27.4 kcal/mol. The value obtained for the orbital gap is 0.35972 hartree.


# C3H5N3

One molecule with the formula C3H5N3 (the ωB97M-V functional and the def2-TZVPD basis, the OMol25 dataset).

Cartesian coordinates (Å):
C  -0.89  -0.56  1.34
N  -0.89  0.59  0.63
C  -0.11  0.61  -0.41
N  0.78  -0.53  -0.48
C  0.23  1.75  -1.19
N  0.56  2.62  -1.89
H  -1.39  -0.51  2.31
H  -1.06  -1.51  0.84
H  0.63  -0.83  0.68
H  0.42  -1.35  -0.97
H  1.71  -0.31  -0.84

Its net charge is 0. As for the energy above the lowest of the compared OMol25 structures with the same formula, charge and spin: 81.5 kcal/mol. The value obtained for the orbital gap is 0.30214 hartree.


# C3H5N3

One molecule with the formula C3H5N3 in a non-equilibrium geometry (the ωB97M-V functional and the def2-TZVPD basis, the OMol25 dataset).

Cartesian coordinates (Å):
C  1.30  0.08  0.58
C  -0.92  0.23  -0.49
C  0.14  -0.61  0.19
N  0.03  -1.90  0.03
N  2.17  0.60  -0.20
N  -1.96  0.69  0.18
H  -0.97  -2.06  -0.17
H  2.99  1.11  0.10
H  2.12  0.25  -1.15
H  -2.74  1.08  -0.32
H  -2.15  0.52  1.24

Its net charge is 0. As for the energy above the lowest of the compared OMol25 structures with the same formula, charge and spin: 111.0 kcal/mol. The value obtained for the orbital gap is 0.32145 hartree.


# C3H5N3

One molecule with the formula C3H5N3 in a non-equilibrium geometry (the ωB97M-V functional and the def2-TZVPD basis, the OMol25 dataset).

Cartesian coordinates (Å):
C  -1.03  -1.12  0.14
N  -0.01  -0.11  0.08
N  0.32  0.35  -1.15
C  1.20  1.28  -0.94
C  1.26  1.54  0.44
N  0.55  0.57  1.02
H  -2.11  -0.84  -0.18
H  -0.69  -1.94  -0.35
H  -1.17  -1.14  1.22
H  1.48  1.93  -1.72
H  1.98  2.16  0.90

Its net charge is 0. Its SMILES is Cn1nccn1. As for the energy above the lowest of the compared OMol25 structures with the same formula, charge and spin: 40.5 kcal/mol. The value obtained for the orbital gap is 0.40048 hartree.


# C3H5N3

One molecule with the formula C3H5N3 in a non-equilibrium geometry (the ωB97M-V functional and the def2-TZVPD basis, the OMol25 dataset).

Cartesian coordinates (Å):
C  1.76  -0.52  0.15
N  0.37  -0.64  -0.08
C  -0.68  0.06  -0.12
N  -1.02  1.38  0.07
C  -1.81  -0.77  -0.55
N  -2.61  -1.53  -0.91
H  2.16  -1.52  -0.05
H  2.26  0.17  -0.54
H  2.02  -0.26  1.18
H  -0.41  1.99  0.59
H  -2.01  1.55  0.21

Its net charge is 0. Its SMILES is C/N=C(\N)C#N. As for the energy above the lowest of the compared OMol25 structures with the same formula, charge and spin: 33.5 kcal/mol. The value obtained for the orbital gap is 0.37094 hartree.